{
  "formula": "C29H38N2O6",
  "method": "ωB97M-V with the def2-TZVPD basis set",
  "species": ["C", "C", "O", "C", "C", "C", "O", "O", "C", "C", "C", "O", "O", "C", "C", "O", "H", "H", "H", "H", "H", "H", "H", "H", "H", "H", "H", "H", "H", "H", "H", "C", "N", "C", "C", "C", "C", "C", "C", "C", "C", "C", "C", "C", "C", "N", "C", "C", "C", "C", "C", "C", "H", "H", "H", "H", "H", "H", "H", "H", "H", "H", "H", "H", "H", "H", "H", "H", "H", "H", "H", "H", "H", "H", "H"],
  "xyz": [[-4.546998, 0.970314, -0.991064], [-3.911869, 0.326665, 0.209720], [-2.930163, 1.245087, 0.727813], [-2.076014, 0.684462, 1.615121], [-1.082835, 1.647679, 2.091011], [-0.522725, 1.400364, 3.416495], [-0.874399, 0.517530, 4.190038], [0.479492, 2.254775, 3.726301], [1.044283, 2.024653, 5.041280], [1.912369, 3.223252, 5.307162], [-0.599936, 2.601877, 1.075667], [-0.620004, 2.356939, -0.124797], [-0.072372, 3.742387, 1.568105], [0.675387, 4.571030, 0.621048], [1.588365, 5.427057, 1.458808], [-2.111850, -0.504525, 1.905937], [-5.268953, 0.288268, -1.443630], [-5.079176, 1.884068, -0.706859], [-3.784555, 1.200978, -1.743477], [-4.648003, 0.119943, 0.996744], [-3.420155, -0.613756, -0.059339], [0.239947, 1.929376, 5.783150], [1.629784, 1.093672, 5.013361], [2.525165, 3.104479, 6.202993], [2.573683, 3.409905, 4.454606], [1.280628, 4.106478, 5.454797], [1.252717, 3.928751, -0.055812], [-0.038344, 5.174108, 0.044381], [2.190914, 6.106766, 0.850293], [1.016242, 6.030878, 2.170205], [2.277831, 4.786707, 2.020288], [-1.021946, -5.625055, 4.240855], [0.309220, -5.277978, 3.770720], [1.232757, -6.401148, 3.764641], [0.523247, -4.140072, 2.983221], [1.008952, -2.935418, 3.555564], [1.168332, -1.805970, 2.786147], [0.870920, -1.804702, 1.396281], [1.063875, -0.631605, 0.605871], [0.932136, -0.612464, -0.780396], [1.115748, 0.503349, -1.585858], [0.902963, 0.521186, -2.997345], [1.177929, 1.692691, -3.757026], [0.953358, 1.736763, -5.115334], [0.437273, 0.604816, -5.801667], [0.181408, 0.651238, -7.176879], [1.103848, 0.096728, -8.152200], [-1.153710, 0.881427, -7.701548], [0.176094, -0.570775, -5.060549], [0.395430, -0.611363, -3.697322], [0.399785, -3.023796, 0.830779], [0.240464, -4.158514, 1.599322], [-1.703493, -4.774770, 4.108010], [-1.410167, -6.500818, 3.693321], [-0.973835, -5.890026, 5.307935], [2.183599, -6.115474, 3.296548], [1.422072, -6.720913, 4.800804], [0.798437, -7.260064, 3.225252], [1.243681, -2.928085, 4.621117], [1.533817, -0.883263, 3.239124], [1.409296, 0.278662, 1.101984], [0.689041, -1.549394, -1.280498], [1.429215, 1.426537, -1.101739], [1.579528, 2.565754, -3.237094], [1.162055, 2.636784, -5.696473], [2.061259, -0.150154, -7.675686], [0.678203, -0.808778, -8.616650], [1.277676, 0.831621, -8.953491], [-1.830871, 1.196694, -6.897280], [-1.116463, 1.667395, -8.471719], [-1.545793, -0.033744, -8.176474], [-0.209220, -1.449632, -5.579480], [0.173808, -1.526542, -3.149256], [0.149327, -3.059315, -0.228814], [-0.117708, -5.081981, 1.142935]],
  "atomic_forces_ev_per_a": [[-0.1, 0.2, -0.2], [0.3, 0.1, 0.1], [-0.8, -0.7, 0.0], [1.1, -0.6, 0.1], [0.4, 0.0, -0.2], [-0.9, -0.2, -0.9], [0.4, 0.4, -0.2], [0.5, -0.1, 1.0], [-0.1, 0.1, -0.4], [0.1, 0.5, 0.1], [-0.2, -1.0, 1.0], [0.3, 0.5, -0.3], [0.6, 0.5, -0.8], [-0.5, -0.4, 0.5], [0.2, 0.1, 0.3], [-0.5, 0.6, -0.2], [0.0, 0.0, 0.0], [0.2, -0.1, -0.1], [-0.1, 0.1, 0.1], [0.1, -0.1, -0.1], [-0.1, 0.1, 0.1], [0.3, -0.1, -0.3], [-0.2, 0.1, 0.1], [0.0, -0.1, 0.0], [-0.1, 0.0, 0.1], [0.2, -0.1, -0.1], [-0.3, 0.1, 0.1], [0.2, -0.2, 0.0], [-0.1, -0.1, -0.1], [0.1, -0.1, -0.1], [-0.1, 0.1, 0.0], [0.1, 0.2, -0.1], [0.2, -0.4, 0.8], [-0.1, 0.3, -0.1], [0.1, 0.9, -0.6], [-0.3, -0.9, 0.0], [0.0, 0.6, -0.5], [-0.1, -0.7, 0.4], [0.3, 0.2, -0.1], [0.0, 0.1, -0.6], [0.0, -0.4, 1.2], [-0.2, -0.1, -1.4], [0.0, -0.4, 0.8], [-0.3, -0.6, -0.8], [0.1, -0.1, 1.1], [0.1, 0.5, -0.7], [-0.1, 0.0, 0.3], [0.1, 0.0, 0.2], [0.1, 0.4, -0.2], [0.2, 0.4, 0.4], [0.1, 0.4, 0.0], [0.1, 0.1, 0.2], [0.2, -0.3, 0.1], [-0.1, 0.2, 0.1], [-0.1, 0.1, -0.2], [-0.3, -0.1, 0.2], [0.1, 0.0, -0.2], [0.2, 0.1, 0.0], [-0.1, 0.0, -0.3], [-0.2, -0.2, -0.1], [-0.2, -0.2, 0.0], [-0.1, 0.3, 0.2], [-0.1, -0.1, -0.1], [-0.2, -0.2, -0.1], [-0.1, -0.3, 0.2], [-0.3, 0.1, -0.2], [0.2, 0.0, 0.1], [0.1, -0.2, 0.1], [0.2, -0.1, -0.3], [-0.1, -0.1, 0.2], [-0.1, 0.2, 0.1], [0.1, 0.3, 0.1], [0.0, 0.3, -0.2], [0.0, -0.1, 0.3], [0.0, 0.2, 0.2]],
  "charge": 0,
  "homo_energy_ev": -6.653,
  "gap_ev": 4.2,
  "fmax_ev_per_a": 1.42,
  "de_lowest_kj_mol": 0.00,
  "mol_weight_g_mol": 510.63,
  "spin_multiplicity": 1,
  "lumo_energy_ev": -2.4814,
  "e_tot_ev": -45951.476
}